Record 1
Formula: C43H33BCaCl2N5O4P
Source: the OMol25 dataset
Level of theory: the ωB97M-V functional and the def2-TZVPD basis

```
90
Properties=species:S:1:pos:R:3:forces:R:3
Ca 0.795 1.435 -0.541 0.85 -1.59 1.02
O 1.665 2.869 -1.795 0.59 0.96 -0.95
C 0.861 3.701 -2.342 0.05 0.67 -0.22
C 0.936 3.975 -3.739 0.03 -0.12 0.01
C 0.076 4.842 -4.365 -0.04 0.01 0.07
C -0.905 5.530 -3.641 -0.03 0.12 -0.16
C -0.984 5.326 -2.282 0.06 -0.07 0.08
C -0.133 4.442 -1.609 0.09 -0.11 -0.35
C -0.320 4.256 -0.192 0.19 0.08 0.47
N 0.296 3.360 0.485 -0.55 0.94 0.67
N -0.005 3.276 1.833 -0.10 -0.08 0.66
C 0.463 2.157 2.372 -0.71 1.22 -0.33
O 1.064 1.225 1.775 0.35 -0.33 0.27
C 0.203 2.029 3.846 0.12 -0.12 0.10
C 0.742 0.942 4.529 -0.01 -0.03 -0.08
C 0.526 0.772 5.887 -0.02 0.04 0.13
C -0.236 1.695 6.589 0.02 -0.03 0.02
C -0.774 2.786 5.919 0.01 -0.01 0.07
C -0.554 2.955 4.561 -0.08 0.00 0.03
H 1.678 3.417 -4.299 0.01 0.01 0.00
H 0.147 4.987 -5.439 0.01 -0.02 0.00
H -1.604 6.182 -4.150 0.00 0.03 0.04
H -1.745 5.843 -1.704 -0.01 -0.02 0.02
H -1.034 4.917 0.315 0.01 -0.05 0.02
H 1.333 0.227 3.972 -0.02 0.01 -0.04
H 0.949 -0.082 6.403 0.01 -0.01 -0.02
H -0.411 1.564 7.651 -0.01 0.00 0.00
H -1.371 3.507 6.465 -0.01 0.02 -0.03
H -0.974 3.802 4.037 0.05 0.01 -0.07
O -3.704 1.992 2.151 0.50 1.97 0.50
N -2.929 0.890 1.977 0.79 -0.62 -0.06
C -3.660 -0.126 1.840 -0.19 -0.27 -0.14
C -3.212 -1.525 1.752 0.49 -0.48 -0.28
C -4.123 -2.386 2.380 0.02 0.08 0.04
C -3.938 -3.749 2.442 -0.15 -0.08 0.10
C -2.842 -4.299 1.809 0.04 -0.14 -0.04
C -1.952 -3.476 1.147 -0.08 0.03 0.06
C -2.070 -2.083 1.111 -0.48 0.24 0.40
P -0.734 -1.163 0.129 -0.38 -1.02 0.15
C -1.329 -1.806 -1.491 0.01 0.04 -0.16
C -0.498 -2.348 -2.469 -0.05 0.01 0.04
C -1.021 -2.801 -3.671 -0.06 -0.07 -0.03
C -2.377 -2.678 -3.935 0.04 -0.04 -0.01
C -3.201 -2.070 -3.001 -0.09 -0.01 0.01
C -2.682 -1.640 -1.792 0.07 -0.02 0.03
C 0.631 -2.342 0.580 0.19 0.16 -0.01
C 0.925 -3.584 0.015 0.24 0.07 -0.08
C 1.982 -4.349 0.485 -0.02 -0.06 -0.05
C 2.764 -3.896 1.538 0.00 0.02 0.04
C 2.478 -2.669 2.117 0.04 -0.11 0.07
C 1.427 -1.902 1.640 -0.15 0.04 -0.07
H -3.052 2.713 2.355 -0.64 -0.93 -0.48
H -4.745 -0.001 1.897 0.05 0.08 -0.06
H -4.995 -1.949 2.854 0.01 0.01 -0.02
H -4.648 -4.375 2.970 -0.02 0.01 -0.02
H -2.683 -5.371 1.820 0.02 0.00 -0.04
H -1.130 -3.947 0.632 -0.16 0.03 0.11
H 0.569 -2.397 -2.312 0.01 -0.02 0.01
H -0.359 -3.236 -4.409 0.02 0.05 0.00
H -2.783 -3.032 -4.876 0.00 0.03 -0.01
H -4.251 -1.916 -3.218 0.01 0.05 0.01
H -3.330 -1.137 -1.084 -0.05 -0.03 -0.02
H 0.330 -3.968 -0.803 0.02 0.02 -0.05
H 2.197 -5.307 0.026 -0.01 0.02 -0.02
H 3.590 -4.497 1.900 0.01 0.02 -0.01
H 3.089 -2.307 2.936 -0.02 0.05 -0.01
H 1.212 -0.927 2.062 0.10 0.05 0.02
Cl 1.791 -0.993 -4.957 -0.01 -0.02 -0.05
C 2.858 -0.986 -3.582 -0.26 0.17 0.18
C 4.135 -1.513 -3.730 0.21 0.00 0.26
C 5.020 -1.516 -2.680 -0.05 -0.12 -0.35
Cl 6.612 -2.212 -2.920 0.07 -0.03 0.03
C 4.668 -0.961 -1.436 -0.26 0.11 0.13
C 5.504 -0.920 -0.300 -0.04 0.07 0.04
C 5.061 -0.316 0.847 0.11 -0.08 -0.16
C 3.782 0.261 0.862 -0.06 0.06 0.04
N 2.971 0.206 -0.166 0.19 0.01 0.14
C 3.368 -0.399 -1.300 0.37 -0.21 -0.19
C 2.375 -0.429 -2.372 0.25 -0.34 -0.31
O 1.204 -0.014 -2.186 0.24 -0.56 -0.52
H 4.425 -1.932 -4.684 0.01 0.00 -0.01
H 6.489 -1.363 -0.361 0.01 0.00 0.04
H 5.685 -0.281 1.731 -0.01 0.04 0.01
H 3.397 0.772 1.737 -0.03 -0.02 0.01
B -3.603 1.791 -2.704 -0.23 0.01 -0.19
C -2.270 1.597 -1.897 0.15 -0.09 0.32
N -1.317 1.437 -1.260 -1.61 0.25 -0.78
H -3.701 2.965 -3.000 -0.02 0.03 0.00
H -3.554 1.091 -3.698 0.01 0.00 -0.02
H -4.530 1.444 -1.988 0.01 -0.02 0.05
```
Forces are in eV/Å.

## Properties
Relative energy (zero: lowest compared OMol25 entry of this formula, charge and spin) (eV): 2.167
LUMO (eV): 3.99
Gap between HOMO and LUMO (eV): 5.854
2S+1: 1
Electronic energy (a.u.): -4197.525446
Charge: -2
E_HOMO (eV): -1.9

Löwdin population analysis, charges in e, atoms 1 to 2: 1.25 -0.24

***

Record 2
Formula: C43H33BaBrN4O2PSe2Te2
Source: the OMol25 dataset
Level of theory: the ωB97M-V functional and the def2-TZVPD basis

```
89
Properties=species:S:1:pos:R:3:forces:R:3
Ba -0.107 0.115 0.066 -0.27 -0.16 -0.50
Br -2.990 7.046 1.915 0.01 -0.04 0.00
C -2.738 5.160 1.934 0.00 -0.01 0.02
C -3.091 4.435 3.058 -0.02 0.00 -0.01
C -2.874 3.067 3.083 0.04 -0.04 -0.07
C -2.292 2.408 1.993 -0.18 0.24 0.04
C -1.979 3.164 0.861 0.15 0.08 0.04
C -2.196 4.530 0.826 0.01 0.01 -0.03
N -1.974 1.035 1.955 -0.31 -0.39 0.77
C -2.348 0.282 2.940 0.29 0.13 -0.57
C -1.931 -1.132 3.039 -0.11 -0.02 0.03
C -2.162 -1.822 4.231 -0.09 0.07 -0.10
C -1.796 -3.148 4.319 0.05 -0.06 -0.01
C -1.199 -3.754 3.220 -0.05 0.03 0.07
C -0.968 -2.985 2.094 0.02 0.06 -0.10
N -1.310 -1.699 2.001 0.19 0.14 0.08
H -3.535 4.932 3.910 0.00 0.00 0.00
H -3.181 2.521 3.964 0.00 0.03 0.01
H -1.576 2.687 -0.029 -0.16 -0.04 0.04
H -1.958 5.096 -0.065 0.00 -0.01 0.00
H -2.831 0.673 3.828 -0.18 -0.06 0.00
H -2.671 -1.320 5.044 -0.02 -0.02 -0.01
H -1.981 -3.711 5.225 0.00 0.01 0.00
H -0.905 -4.794 3.236 0.00 0.00 -0.01
H -0.467 -3.402 1.228 0.00 0.01 0.00
C -3.095 -3.837 -3.605 -0.01 0.02 -0.01
C -2.227 -4.325 -2.642 0.02 0.00 0.01
C -0.996 -3.711 -2.435 -0.01 -0.01 -0.02
C -0.627 -2.598 -3.185 -0.01 -0.02 0.04
C -1.523 -2.098 -4.133 0.04 0.01 0.01
C -2.740 -2.721 -4.352 -0.03 -0.02 0.02
P 0.961 -1.713 -2.938 0.13 -0.27 0.18
C 1.909 -2.272 -4.414 -0.09 0.09 -0.09
C 3.134 -1.648 -4.650 0.02 0.00 0.00
C 3.938 -2.030 -5.713 -0.01 0.01 0.02
C 3.519 -3.036 -6.574 -0.01 -0.02 -0.01
C 2.295 -3.653 -6.360 0.02 0.01 -0.01
C 1.497 -3.276 -5.288 -0.01 0.02 0.00
C 1.768 -2.698 -1.612 0.10 0.04 0.03
C 2.451 -3.885 -1.896 0.02 -0.01 -0.01
C 3.041 -4.609 -0.872 0.00 0.00 0.01
C 2.937 -4.139 0.432 0.00 0.01 0.00
C 2.244 -2.962 0.689 0.01 0.01 0.01
C 1.630 -2.176 -0.307 -0.07 0.05 -0.03
H -4.060 -4.305 -3.753 0.00 0.00 0.00
H -2.508 -5.180 -2.040 0.00 0.00 0.00
H -0.317 -4.099 -1.686 -0.01 0.00 0.01
H -1.271 -1.200 -4.684 -0.01 0.02 0.00
H -3.430 -2.313 -5.080 0.01 0.01 0.00
H 3.462 -0.860 -3.980 0.01 0.00 0.00
H 4.891 -1.540 -5.873 0.00 0.00 0.00
H 4.142 -3.334 -7.408 0.00 0.00 0.00
H 1.960 -4.438 -7.028 0.00 0.00 0.00
H 0.545 -3.768 -5.126 0.01 0.00 0.00
H 2.529 -4.254 -2.914 -0.01 0.02 0.00
H 3.575 -5.527 -1.089 0.00 0.00 0.00
H 3.400 -4.692 1.244 0.00 0.00 0.00
H 2.184 -2.643 1.730 0.00 -0.01 0.01
Se -5.176 -0.743 2.378 0.38 0.14 0.17
Te -5.195 0.749 0.407 0.02 0.16 -0.01
Te -3.362 -0.543 -1.178 -0.24 -0.61 -0.04
Se -1.969 1.137 -2.342 0.20 0.45 -0.17
O -1.063 2.764 7.272 -0.11 -0.01 -0.06
C -0.486 3.767 6.568 0.31 -0.09 0.13
O -0.355 4.849 7.065 -0.12 0.02 -0.05
C 0.007 3.416 5.202 -0.08 0.05 -0.05
C 0.362 2.118 4.845 0.00 -0.03 0.01
C 0.784 1.838 3.559 0.02 -0.01 -0.03
C 0.858 2.856 2.615 0.00 -0.01 0.05
C 0.500 4.157 2.969 0.02 0.00 -0.01
C 0.091 4.435 4.259 0.02 -0.02 0.02
N 1.182 2.513 1.285 -0.06 0.05 -0.08
C 1.901 3.299 0.598 0.09 0.02 0.09
C 2.131 3.116 -0.848 0.07 0.02 -0.04
C 3.082 3.900 -1.488 -0.05 0.01 0.02
C 3.256 3.744 -2.855 -0.02 -0.02 -0.02
C 2.466 2.827 -3.524 0.03 0.04 0.00
C 1.537 2.086 -2.800 -0.05 -0.08 0.00
N 1.377 2.219 -1.490 0.09 -0.08 0.17
H -1.218 2.004 6.696 0.01 0.05 0.04
H 0.331 1.310 5.567 0.01 0.01 0.00
H 1.045 0.826 3.274 0.01 0.00 0.01
H 0.469 4.930 2.212 0.02 0.00 0.01
H -0.208 5.435 4.542 0.00 0.01 -0.01
H 2.387 4.169 1.053 -0.04 0.02 0.00
H 3.664 4.615 -0.921 0.01 0.01 -0.01
H 3.990 4.333 -3.389 0.00 0.01 0.01
H 2.555 2.680 -4.591 0.00 -0.01 0.00
H 0.896 1.353 -3.278 -0.01 0.00 0.01
```
Forces are in eV/Å.

## Properties
Relative energy (zero: lowest compared OMol25 entry of this formula, charge and spin) (eV): 0.197
LUMO (eV): 0.79
Gap between HOMO and LUMO (eV): 4.080
2S+1: 1
Electronic energy (a.u.): -10307.860380
Charge: -1
E_HOMO (eV): -3.3

Löwdin population analysis, charges in e, atoms 1 to 2: 1.29 0.69